ORCA calculation (ωB97M-V/def2-TZVPD) on a structure of composition C6H10O.

Energy relative to the best compared isomer or geometry (same formula, charge and spin)   3.5736 eV

Last column: natural (NBO) charge in e.
Element x y z (Å)
C -0.27 2.01 -0.36  -0.798
C 0.72 1.01 -0.46  0.138
O 0.51 0.55 1.42  -0.717
C 0.24 -0.82 1.50  -0.071
C 0.14 -1.40 0.09  -0.231
C -0.95 -0.93 -0.82  -0.420
C 0.43 -0.37 -0.97  -0.298
H -0.29 1.36 0.90  0.463
H -1.21 1.84 -0.88  0.224
H 0.04 3.04 -0.27  0.228
H 1.78 1.28 -0.40  0.219
H 1.07 -1.32 2.03  0.177
H -0.68 -1.01 2.07  0.184
H 0.51 -2.41 -0.05  0.221
H -1.73 -0.29 -0.41  0.220
H -1.30 -1.61 -1.60  0.223
H 1.03 -0.66 -1.83  0.241